1.
{"formula": "C18H24N4O2", "method": "wB97M-V/def2-TZVPD", "elements": ["O", "N", "C", "C", "N", "C", "C", "C", "C", "H", "H", "H", "H", "C", "H", "H", "C", "H", "C", "H", "C", "H", "C", "H", "H", "C", "N", "C", "C", "C", "C", "C", "C", "N", "O", "H", "H", "H", "H", "H", "H", "H", "H", "H", "H", "H", "H", "H"], "xyz": [[-2.60, -2.91, 1.31], [-3.06, -1.80, 0.76], [-4.30, -1.51, 0.78], [-4.84, -0.30, 0.19], [-4.14, 0.54, -0.60], [-4.72, 1.64, -1.10], [-6.03, 1.97, -0.86], [-6.79, 1.12, -0.06], [-6.19, -0.01, 0.46], [-6.75, -0.69, 1.08], [-7.83, 1.33, 0.16], [-6.46, 2.86, -1.29], [-4.10, 2.27, -1.73], [-2.73, 0.33, -0.91], [-2.52, 0.80, -1.87], [-2.55, -0.75, -0.99], [-1.83, 0.91, 0.18], [-2.16, 0.56, 1.15], [-0.37, 0.49, -0.02], [-0.30, -0.60, 0.06], [0.53, 1.14, 1.03], [0.53, 2.22, 0.89], [1.97, 0.62, 1.03], [1.97, -0.46, 1.14], [2.48, 1.05, 1.90], [2.74, 1.02, -0.24], [4.17, 0.83, -0.05], [4.86, 1.88, 0.42], [6.22, 1.82, 0.66], [6.89, 0.63, 0.41], [6.17, -0.44, -0.08], [4.79, -0.35, -0.30], [4.13, -1.53, -0.81], [2.86, -1.67, -0.88], [2.45, -2.86, -1.39], [1.48, -2.87, -1.34], [4.78, -2.33, -1.13], [6.66, -1.38, -0.29], [7.95, 0.54, 0.58], [6.73, 2.69, 1.04], [4.31, 2.79, 0.60], [2.41, 0.40, -1.07], [2.56, 2.07, -0.46], [0.11, 0.94, 2.02], [-0.04, 0.78, -1.02], [-1.90, 2.00, 0.17], [-5.03, -2.16, 1.26], [-3.29, -3.48, 1.71]], "total_energy_ha": -1069.1641, "charge": 2, "homo_energy_ev": -15.066, "smiles": "O/N=C/c1cccc[n+]1CCCCCC[n+]1ccccc1/C=N/O", "de_lowest_kcal_mol": 0.00}

2.
{"formula": "C25H27ClF3MnN5O3SSe", "method": "wB97M-V/def2-TZVPD", "elements": ["Mn", "F", "C", "F", "F", "C", "C", "C", "C", "N", "C", "S", "H", "H", "H", "N", "C", "C", "N", "H", "H", "H", "H", "H", "H", "H", "H", "C", "N", "C", "Se", "N", "C", "C", "C", "C", "C", "C", "H", "H", "H", "H", "H", "H", "H", "H", "C", "C", "C", "C", "Cl", "C", "C", "C", "O", "C", "C", "O", "O", "H", "H", "H", "H", "H", "H", "H", "H"], "xyz": [[0.78, -0.80, -0.30], [3.42, 3.81, 0.64], [4.45, 2.97, 0.47], [5.48, 3.72, 0.00], [4.83, 2.53, 1.69], [4.13, 1.85, -0.48], [4.81, 1.78, -1.68], [4.50, 0.78, -2.59], [3.50, -0.10, -2.25], [2.84, -0.07, -1.09], [3.12, 0.90, -0.19], [2.18, 0.88, 1.24], [5.58, 2.51, -1.90], [5.00, 0.71, -3.55], [3.21, -0.89, -2.94], [-1.26, -2.04, -0.84], [-1.10, -2.75, -2.11], [0.16, -3.60, -2.02], [1.30, -2.71, -1.76], [-1.38, -2.71, -0.09], [-2.07, -1.44, -0.85], [-0.98, -2.01, -2.90], [-1.96, -3.37, -2.37], [0.28, -4.19, -2.93], [0.06, -4.29, -1.18], [1.60, -2.28, -2.62], [2.09, -3.22, -1.37], [2.86, -1.50, 4.20], [1.54, -0.96, 3.92], [0.79, -1.29, 2.85], [1.06, -2.70, 1.69], [-0.29, -0.48, 2.85], [-0.23, 0.39, 3.94], [-1.10, 1.37, 4.40], [-0.76, 2.01, 5.58], [0.41, 1.68, 6.27], [1.28, 0.71, 5.80], [0.93, 0.07, 4.62], [3.24, -1.98, 3.30], [2.82, -2.23, 5.01], [3.53, -0.68, 4.46], [-0.89, -0.37, 2.05], [-2.00, 1.62, 3.85], [-1.42, 2.77, 5.98], [0.64, 2.20, 7.19], [2.18, 0.45, 6.34], [-5.60, 0.61, -1.34], [-4.61, 0.29, -2.42], [-4.90, -0.64, -3.41], [-3.98, -0.90, -4.42], [-4.34, -2.13, -5.60], [-2.78, -0.22, -4.48], [-2.47, 0.70, -3.49], [-3.37, 0.94, -2.45], [-3.14, 1.81, -1.44], [-1.82, 2.30, -1.21], [-0.85, 1.17, -0.85], [0.07, 0.87, -1.64], [-1.05, 0.57, 0.24], [-6.37, -0.16, -1.28], [-6.09, 1.57, -1.53], [-5.10, 0.70, -0.37], [-5.84, -1.16, -3.40], [-2.08, -0.41, -5.28], [-1.52, 1.22, -3.53], [-1.92, 2.95, -0.36], [-1.44, 2.86, -2.07]], "total_energy_ha": -6178.9620, "s2": 8.753, "spin_multiplicity": 6, "homo_energy_ev": [-7.386, -7.394], "de_lowest_kcal_mol": 1.39}